C16H48O8 | ωB97M-V/def2-TZVPD

Results
Structure (SMILES): CCO.CCO.CCO.CCO.CCO.CCO.CCO.CCO
Highest occupied orbital energy, Ha: -0.353
Energy above the lowest of the compared OMol25 structures with the same formula, charge and spin, eV: 4.0464
Orbital gap, eV: 9.784

Cartesian coordinates (Å):
C: -2.36591 -1.82757 -1.63480
C: -3.24764 -0.62747 -1.20197
O: -4.58974 -0.94505 -1.34765
H: -1.31524 -1.82814 -1.34467
H: -2.54879 -1.89769 -2.70706
H: -2.72564 -2.77447 -1.23220
H: -2.90901 0.25866 -1.73882
H: -3.13856 -0.40018 -0.14153
H: -4.73948 -1.19249 -2.26306
C: 3.09164 3.39058 -1.43845
C: 3.37024 3.63077 -2.89926
O: 4.57420 4.32425 -3.11524
H: 2.96444 4.32606 -0.89367
H: 3.95051 2.81115 -1.09980
H: 2.17948 2.79422 -1.41770
H: 2.51278 4.07040 -3.40876
H: 3.62923 2.73894 -3.46993
H: 5.35406 3.76471 -3.09681
C: 0.07498 -0.25498 1.64094
C: 0.49183 0.20760 0.25098
O: -0.51127 1.18979 -0.06780
H: 0.17879 0.47553 2.44324
H: 0.80614 -1.05410 1.76310
H: -0.86728 -0.79876 1.57342
H: 0.42545 -0.64504 -0.42483
H: 1.47930 0.66804 0.21928
H: -0.34080 1.43372 -0.98051
C: 1.98185 -4.22823 -0.01564
C: 2.74695 -2.91350 0.13311
O: 2.46482 -2.07759 -0.97568
H: 1.82565 -4.73291 0.93777
H: 2.51054 -4.99183 -0.58615
H: 0.97471 -4.08845 -0.40838
H: 3.83621 -2.93797 0.16507
H: 2.60936 -2.43029 1.10042
H: 2.87526 -1.21735 -0.86099
C: 1.77762 -1.85967 4.75394
C: 2.29009 -3.25869 4.28051
O: 3.19726 -3.64566 5.31310
H: 1.37772 -2.01865 5.75538
H: 1.06307 -1.45990 4.03442
H: 2.58324 -1.15660 4.96552
H: 2.79752 -3.18933 3.31832
H: 1.49634 -3.98888 4.12280
H: 2.78365 -4.30869 5.87070
C: -0.61786 2.89246 -4.57081
C: -0.34464 3.24629 -3.13028
O: -0.10991 2.02866 -2.51692
H: 0.14178 2.33355 -5.11731
H: -0.81038 3.83985 -5.07429
H: -1.56127 2.35052 -4.63703
H: -1.17946 3.79691 -2.69667
H: 0.46189 3.97113 -3.01975
H: 0.73778 1.69857 -2.82363
C: -3.03857 -3.10096 2.01471
C: -1.62502 -3.56950 2.49500
O: -1.58216 -4.98921 2.46734
H: -2.94306 -3.32495 0.95225
H: -3.04465 -2.01695 2.12872
H: -3.92158 -3.62970 2.37362
H: -1.44985 -3.31352 3.53993
H: -0.82190 -3.31208 1.80446
H: -2.18043 -5.40951 3.08945
C: -3.12216 5.20850 -0.22283
C: -2.17568 4.00354 -0.26731
O: -2.33053 3.20013 0.84031
H: -2.98281 5.73975 -1.16435
H: -2.85824 5.85331 0.61543
H: -4.18978 4.98898 -0.23263
H: -1.15568 4.38682 -0.29563
H: -2.44377 3.40059 -1.13487
H: -1.82757 2.39249 0.71243

Forces on the atoms, in the same order (eV/Å):
-0.83 0.02 0.15
1.68 -0.77 1.06
-0.97 0.07 -0.45
0.08 0.61 -0.41
0.71 -0.17 -0.26
-0.41 0.12 0.23
-0.25 0.20 -0.23
0.22 0.00 0.03
-0.18 -0.05 -0.13
0.09 -0.43 -0.85
1.00 -1.03 -0.75
0.37 2.25 -0.03
0.07 -0.15 0.04
-0.23 0.05 0.66
-0.06 -0.05 0.60
0.40 0.64 -0.10
-1.18 -1.00 0.36
-0.37 -0.27 0.09
1.66 -1.38 -0.89
-2.17 0.96 1.04
0.57 -0.48 -0.04
-0.31 -0.02 -0.24
0.15 -0.25 0.95
-0.27 0.59 0.22
0.20 0.06 -0.16
0.23 -0.08 0.09
-0.36 0.59 -0.45
0.40 -0.30 0.59
0.88 0.20 0.10
-0.84 0.22 -0.40
0.11 0.30 0.34
-0.01 0.35 -0.46
0.17 0.27 -0.26
0.32 -1.26 -0.14
-1.10 0.24 0.10
0.10 -0.04 0.13
-0.03 -1.17 -0.30
0.05 1.59 0.88
0.34 -0.69 -0.40
-0.67 0.04 -0.18
-0.12 0.24 0.34
0.27 -0.12 -0.63
0.39 0.02 0.11
-0.23 0.07 0.27
-0.01 -0.02 -0.06
-1.05 1.43 -0.62
-0.03 0.69 -1.51
0.46 -0.90 1.52
0.25 0.10 0.34
0.14 0.01 -0.54
0.09 -0.23 0.08
-0.23 -0.68 0.12
0.49 -0.23 -0.01
0.07 -0.13 -0.14
2.27 0.23 -0.99
-1.98 -1.39 0.96
0.59 -1.06 -0.57
-0.64 0.22 -0.20
-0.66 0.02 0.04
0.35 0.16 0.54
0.40 0.81 -0.11
-0.16 0.64 0.26
-0.14 0.39 0.09
0.41 -0.13 -0.41
-1.00 0.51 -0.28
-0.59 -0.27 1.50
0.25 0.38 0.03
-0.19 0.06 -0.05
0.10 -0.44 0.44
0.29 0.00 -0.49
0.35 0.12 -0.51
0.35 -0.29 -0.06